# 1
{"formula": "C3H5O2P", "method": "ωB97M-V with the def2-TZVPD basis set", "homo_lumo_gap_ev": 9.81, "e_homo_ev": -9.1, "de_lowest_ev": 1.249, "total_charge": 0, "elements": ["C", "C", "C", "O", "O", "P", "H", "H", "H", "H", "H"], "xyz": [[2.48830, -0.27857, 0.03407], [-1.31970, -1.02178, -0.33987], [-0.83869, -0.20854, 0.59405], [3.35124, 0.40198, -0.29425], [1.68811, -1.00528, 0.40382], [-0.19941, 1.44247, -0.01281], [-1.55700, -0.66314, -1.25878], [-1.39525, -2.05537, -0.16292], [-0.38662, -0.41424, 1.48631], [-0.89126, 2.38580, 0.68939], [-0.93972, 1.41667, -1.13900]]}

***

# 2
{"formula": "C6H6", "method": "ωB97M-V with the def2-TZVPD basis set", "homo_lumo_gap_ev": 7.93, "e_homo_ev": -9.2, "de_lowest_ev": 5.640, "total_charge": 0, "elements": ["C", "C", "C", "C", "C", "C", "H", "H", "H", "H", "H", "H"], "xyz": [[1.77068, 0.22106, -0.49889], [0.65605, 0.54876, 0.50398], [-0.53593, -0.36372, 0.35082], [-1.79606, -0.23333, 0.04854], [-3.06244, -0.36572, -0.21254], [-4.25220, -0.80185, -0.41121], [2.63775, 0.86903, -0.33026], [2.10805, -0.81646, -0.39543], [1.43409, 0.36535, -1.52986], [0.36967, 1.60105, 0.42223], [1.04371, 0.40467, 1.52082], [-0.37339, -1.42883, 0.53179]]}

***

# 3
{"formula": "C18H15N5O2S", "method": "ωB97M-V with the def2-TZVPD basis set", "homo_lumo_gap_ev": 8.27, "e_homo_ev": -8.3, "de_lowest_ev": 1.064, "total_charge": 0, "elements": ["C", "H", "H", "H", "S", "C", "N", "N", "C", "C", "N", "O", "C", "N", "C", "O", "C", "H", "H", "H", "C", "C", "C", "C", "C", "C", "H", "H", "H", "H", "C", "N", "C", "C", "C", "C", "H", "H", "H", "H", "H"], "xyz": [[-5.09471, -0.58543, -1.40053], [-6.14743, -0.60640, -1.66097], [-4.66691, -1.58149, -1.43724], [-4.54423, 0.08082, -2.05579], [-4.99546, 0.04299, 0.30080], [-3.27587, 0.04984, 0.51249], [-2.80975, 0.46727, 1.68424], [-1.53444, 0.43288, 1.86789], [-0.67693, 0.02340, 0.93422], [-1.21032, -0.35620, -0.33169], [-2.52060, -0.35459, -0.50254], [-0.56090, -0.76817, -1.42164], [0.83136, -0.60995, -1.50819], [1.51974, -1.35079, -0.46824], [1.89692, -2.64708, -0.73239], [1.83404, -3.09534, -1.85424], [2.34800, -3.46420, 0.45199], [2.01528, -4.48767, 0.29425], [3.43492, -3.47574, 0.49983], [1.95165, -3.08143, 1.38762], [1.75875, -0.64986, 0.73291], [3.05806, -0.57439, 1.22553], [3.33944, 0.15393, 2.36326], [2.31894, 0.83630, 3.00912], [1.03400, 0.78338, 2.51477], [0.72200, 0.04296, 1.36915], [0.23000, 1.30997, 3.00267], [2.53089, 1.41604, 3.89422], [4.35156, 0.20089, 2.73509], [3.84670, -1.08660, 0.69601], [1.25012, 0.84418, -1.46989], [0.31549, 1.72579, -1.15871], [0.65128, 3.00053, -1.07061], [1.94117, 3.45776, -1.28425], [2.91903, 2.53283, -1.61962], [2.57196, 1.19715, -1.71884], [3.29671, 0.44192, -1.97987], [3.93573, 2.84789, -1.80221], [2.17344, 4.50687, -1.19457], [-0.15518, 3.67311, -0.81251], [1.09554, -1.07618, -2.46836]]}

***

# 4
{"formula": "C45H97ClNO2", "method": "ωB97M-V with the def2-TZVPD basis set", "homo_lumo_gap_ev": 9.32, "e_homo_ev": -11.4, "total_charge": 1, "elements": ["C", "C", "C", "C", "C", "N", "C", "C", "C", "C", "C", "C", "C", "C", "C", "C", "C", "O", "C", "C", "C", "C", "C", "C", "C", "C", "Cl", "C", "O", "C", "C", "H", "H", "H", "H", "H", "H", "H", "H", "H", "H", "H", "H", "H", "H", "H", "H", "H", "H", "H", "H", "H", "H", "H", "H", "H", "H", "H", "H", "H", "H", "H", "H", "H", "H", "H", "H", "H", "H", "H", "H", "H", "H", "H", "H", "H", "H", "H", "H", "H", "H", "H", "H", "H", "H", "H", "C", "C", "C", "C", "C", "C", "H", "H", "H", "H", "H", "H", "H", "H", "H", "H", "H", "H", "H", "H", "C", "C", "C", "C", "C", "C", "H", "H", "H", "H", "H", "H", "H", "H", "H", "H", "H", "H", "H", "H", "C", "C", "C", "C", "C", "C", "H", "H", "H", "H", "H", "H", "H", "H", "H", "H", "H", "H", "H", "H"], "xyz": [[3.73335, -2.13696, -1.53812], [3.79539, -0.61315, -1.35389], [2.40224, 0.02016, -1.32888], [2.35797, 1.45796, -0.80481], [1.71370, 2.42789, -1.78019], [1.66405, 1.59043, 0.54972], [0.18034, 1.20313, 0.50725], [-0.68571, 2.47423, 0.39269], [-1.35275, 2.96087, 1.68277], [-2.79114, 2.46947, 1.89921], [-3.81625, 3.11491, 0.94588], [-5.27447, 2.64733, 1.16077], [-5.78187, 1.47845, 0.28779], [-5.56546, 0.05809, 0.82777], [-5.46850, -1.00222, -0.28498], [-4.03302, -1.44686, -0.50580], [-3.82454, -2.58585, -1.51103], [-4.94295, -2.73747, -2.35229], [-4.65416, -2.92513, -3.71787], [-0.14670, 0.26414, 1.66536], [0.77567, -0.96107, 1.70331], [0.26133, -1.96178, 2.73960], [2.25020, -0.52326, 1.90803], [2.89762, -0.93379, 3.24178], [2.32169, -0.30089, 4.52323], [3.33526, 0.49432, 5.35209], [3.96148, -0.45416, 6.72668], [2.43079, 0.97911, 1.74360], [3.76659, 1.30820, 1.60583], [4.19874, 2.50659, 2.26897], [3.76094, 3.80334, 1.59603], [2.74723, -2.51036, -1.24416], [3.88686, -2.40854, -2.58302], [4.49490, -2.63302, -0.93619], [4.32997, -0.35831, -0.43479], [4.35378, -0.15504, -2.17589], [2.00577, 0.04006, -2.35030], [1.72502, -0.61999, -0.76797], [3.38205, 1.78801, -0.63358], [0.73107, 2.09067, -2.11857], [1.62407, 3.43938, -1.37366], [2.35958, 2.47288, -2.65955], [1.67544, 2.59009, 0.75093], [0.06772, 0.61577, -0.40716], [-0.06351, 3.27209, -0.02141], [-1.45646, 2.29457, -0.36330], [-0.72490, 2.70139, 2.54333], [-1.39220, 4.05502, 1.66388], [-2.84023, 1.38085, 1.87329], [-3.09616, 2.75733, 2.91130], [-3.75432, 4.19367, 1.12241], [-3.55969, 2.96422, -0.10929], [-5.93232, 3.49661, 0.96433], [-5.40489, 2.40152, 2.22129], [-6.85182, 1.63398, 0.12765], [-5.32249, 1.54128, -0.70812], [-4.65502, 0.04066, 1.43040], [-6.39902, -0.19277, 1.48740], [-6.07235, -1.87702, -0.02645], [-5.87018, -0.61234, -1.22297], [-3.45415, -0.57117, -0.82684], [-3.65070, -1.77156, 0.46778], [-2.93417, -2.39527, -2.12749], [-3.64095, -3.52551, -0.97091], [-3.87636, -2.22954, -4.05973], [-5.57024, -2.72972, -4.27452], [-4.32530, -3.95062, -3.92844], [-0.10406, 0.77923, 2.63012], [-1.16981, -0.06272, 1.50474], [0.69112, -1.44946, 0.72565], [0.94973, -2.79109, 2.90462], [-0.67593, -2.39057, 2.38797], [0.05545, -1.48196, 3.70056], [2.86514, -0.99741, 1.13890], [3.96123, -0.68922, 3.16773], [2.85304, -2.02168, 3.30893], [1.92621, -1.09325, 5.16100], [1.46146, 0.34298, 4.30554], [2.90275, 1.40182, 5.77161], [4.21210, 0.76627, 4.76188], [2.01336, 1.50571, 2.61214], [3.83364, 2.46993, 3.30235], [5.28398, 2.42577, 2.30337], [2.79877, 4.16951, 1.96942], [4.49017, 4.59094, 1.78509], [3.68534, 3.67495, 0.51351], [4.39935, -7.39873, -5.94271], [4.01611, -5.94348, -5.69499], [4.03911, -5.55040, -4.21877], [3.06851, -6.32781, -3.32841], [1.60095, -6.24071, -3.74250], [1.04068, -4.82241, -3.70351], [3.70089, -8.08830, -5.46646], [4.40663, -7.62754, -7.00840], [5.39596, -7.61041, -5.54973], [3.02611, -5.74918, -6.11762], [4.70715, -5.29304, -6.23681], [3.83955, -4.47738, -4.13361], [5.05202, -5.69747, -3.83051], [3.16725, -5.95965, -2.30116], [3.36684, -7.37843, -3.29780], [1.01522, -6.87405, -3.07162], [1.46728, -6.65859, -4.74346], [1.14751, -4.39612, -2.70142], [-0.01981, -4.81128, -3.96005], [1.55519, -4.16344, -4.40513], [-4.73082, -3.77029, 2.88176], [-4.94280, -2.43803, 3.59413], [-3.71508, -1.95702, 4.36626], [-3.25807, -2.88248, 5.49574], [-4.32375, -3.16865, 6.55226], [-4.80822, -1.92053, 7.28266], [-4.52640, -4.57918, 3.58421], [-5.61142, -4.05504, 2.30489], [-3.88390, -3.71199, 2.18987], [-5.80492, -2.51212, 4.26136], [-5.19734, -1.67416, 2.85786], [-3.91674, -0.96006, 4.76829], [-2.88266, -1.83379, 3.65983], [-2.38767, -2.43206, 5.98429], [-2.90932, -3.82986, 5.07495], [-3.90951, -3.87243, 7.27769], [-5.17573, -3.67776, 6.09359], [-3.97577, -1.40599, 7.76778], [-5.53612, -2.17370, 8.05326], [-5.28696, -1.21317, 6.60330], [2.65726, 6.62284, -1.32308], [2.13506, 7.63959, -2.33555], [1.10553, 7.05535, -3.30150], [1.63086, 5.91210, -4.17061], [2.83775, 6.25589, -5.04213], [2.55423, 7.35071, -6.06508], [3.17626, 5.79658, -1.81494], [3.36001, 7.08134, -0.62647], [1.83133, 6.20567, -0.73748], [2.97498, 8.06247, -2.89178], [1.67788, 8.47430, -1.79976], [0.71345, 7.85126, -3.93815], [0.25098, 6.68856, -2.72226], [0.81935, 5.56306, -4.81697], [1.88790, 5.06106, -3.53027], [3.15707, 5.35046, -5.56461], [3.68110, 6.55363, -4.41227], [1.72800, 7.06645, -6.71980], [3.42591, 7.53825, -6.69179], [2.28913, 8.29384, -5.58536]]}

***

# 5
{"formula": "C4H3FN2O", "method": "ωB97M-V with the def2-TZVPD basis set", "homo_lumo_gap_ev": 9.16, "e_homo_ev": -9.2, "de_lowest_ev": 5.928, "total_charge": 0, "elements": ["C", "C", "C", "C", "H", "H", "H", "N", "N", "O", "F"], "xyz": [[-1.96781, -0.53149, 0.22887], [-0.98468, 0.36265, -0.09294], [0.34351, -0.01905, -0.02486], [1.45398, 0.89146, 0.07775], [-1.75455, -1.65023, 1.04683], [-1.09094, 1.52834, -0.52340], [1.45361, 1.93814, -0.23606], [2.22305, -1.10729, -0.18099], [1.00626, -1.29205, -0.22993], [2.61337, 0.11277, 0.10737], [-3.29580, -0.23326, -0.17265]]}

***

# 6
{"formula": "C4H11N2O", "method": "ωB97M-V with the def2-TZVPD basis set", "homo_lumo_gap_ev": 10.13, "e_homo_ev": -14.5, "de_lowest_ev": 4.298, "total_charge": 1, "elements": ["C", "C", "C", "C", "N", "N", "O", "H", "H", "H", "H", "H", "H", "H", "H", "H", "H", "H"], "xyz": [[-0.65315, 0.19138, -0.03436], [-1.78521, -0.72791, 0.18059], [1.65711, 0.86844, -0.03795], [1.03499, -1.41615, 0.55546], [-1.04542, 1.49424, -0.55038], [0.59545, -0.09235, 0.17016], [-0.62662, 3.01805, -0.98176], [-1.71321, -1.18064, 1.16994], [-1.76332, -1.52982, -0.56205], [-2.74752, -0.22689, 0.10713], [1.25569, 1.83874, -0.31923], [2.23342, 0.97871, 0.88192], [2.32809, 0.51507, -0.82215], [1.96419, -1.32993, 1.11577], [0.30138, -1.91983, 1.18110], [1.22315, -2.02261, -0.33300], [-2.04875, 1.61527, -0.50834], [-0.98256, 3.06190, -1.87760]]}